44
Properties=species:S:1:pos:R:3:forces:R:3 method="wB97M-V/def2-TZVPD" multiplicity=1 mol_weight_g_mol=881.62 relative_energy_kj_mol=160.5
Pd 0.241561 0.148084 -0.800936 0.086 0.349 -0.331
Se -2.802215 -4.616585 4.493474 0.029 -0.077 0.076
N -1.984995 -3.038985 4.500078 -0.007 0.105 -0.102
C -1.617613 -2.796467 3.268350 -0.021 -0.037 0.156
C -0.930388 -1.575543 2.866011 -0.002 0.008 -0.022
C -0.603575 -0.579400 3.782307 0.039 0.048 -0.070
C 0.034876 0.557012 3.336341 -0.021 -0.050 0.030
C 0.307695 0.681424 1.983733 0.026 0.019 -0.127
N -0.027218 -0.260778 1.102518 0.077 -0.101 0.465
C -0.614716 -1.402293 1.517242 -0.026 0.073 -0.097
C -0.903576 -2.451738 0.524175 -0.012 -0.227 -0.167
N -0.500279 -2.245647 -0.737711 0.076 -0.076 0.283
C -0.697463 -3.186992 -1.642566 -0.037 0.141 -0.009
C -1.333392 -4.389801 -1.348286 -0.042 -0.093 -0.005
C -1.763945 -4.611787 -0.061153 -0.016 -0.028 0.022
C -1.543921 -3.633253 0.908357 0.052 0.070 -0.088
C -1.935657 -3.808218 2.298425 -0.027 -0.128 0.048
N -2.558423 -4.865374 2.751506 -0.019 0.092 -0.091
H -0.853924 -0.721518 4.824713 -0.005 -0.001 0.004
H 0.320169 1.351022 4.010337 0.002 -0.001 -0.001
H 0.812436 1.545664 1.574045 0.002 -0.004 0.009
H -0.341515 -2.968611 -2.642415 0.012 0.010 -0.005
H -1.477038 -5.129882 -2.122567 0.002 0.001 -0.003
H -2.261243 -5.530146 0.220987 0.000 0.003 0.006
O 1.274003 1.606718 -4.677400 0.077 0.039 -0.067
S 0.361725 1.922189 -3.632475 -0.157 0.052 0.147
O -0.876855 2.574538 -3.977964 -0.012 0.120 -0.101
O -0.029215 0.680220 -2.821783 0.304 -0.479 0.446
C 1.140714 2.986612 -2.417355 0.096 -0.025 0.108
C 0.591400 4.263411 -2.333491 0.122 0.008 0.076
C 1.077111 5.182197 -1.415510 -0.048 -0.021 -0.044
C 2.106556 4.827382 -0.558959 -0.024 0.055 0.018
C 2.655773 3.559553 -0.628993 -0.035 -0.067 -0.224
C 2.190150 2.633047 -1.561433 0.201 0.063 0.035
S 2.994278 1.021542 -1.429618 0.239 -0.128 0.248
O 4.366659 1.247624 -1.075155 -0.247 0.189 0.223
O 2.232166 0.465411 -0.211429 -0.265 0.047 -0.809
O 2.740474 0.247601 -2.605512 -0.194 -0.008 0.031
H -0.223443 4.512751 -2.997006 -0.003 0.027 0.009
H 0.645612 6.173532 -1.369210 -0.006 -0.005 -0.010
H 2.487935 5.539531 0.161333 0.002 0.000 0.001
H 3.470470 3.272987 0.021319 0.028 -0.021 -0.006
I -2.217591 0.672254 -1.538550 -0.375 0.055 0.005
I -3.953555 0.140732 0.462247 0.127 0.002 -0.067

47
Properties=species:S:1:pos:R:3:forces:R:3 method="wB97M-V/def2-TZVPD" multiplicity=1 mol_weight_g_mol=894.74 relative_energy_kj_mol=0.0
W 0.058534 0.108849 -0.578098 -0.888 2.181 0.457
O -6.498364 1.533783 -2.464913 -0.034 0.000 0.019
C -5.370948 1.280392 -2.148933 0.100 0.067 0.024
S -4.678828 -0.353929 -2.184008 0.063 -0.022 -0.004
C -3.066147 0.090491 -1.671951 -0.092 0.027 0.026
C -2.850357 1.392683 -1.379561 -0.252 0.014 0.048
S -1.282273 2.017854 -0.982509 0.561 -0.698 -0.126
S -4.204422 2.490628 -1.573454 0.021 -0.023 0.032
S -1.833191 -1.114496 -1.663711 0.649 0.531 0.268
O 1.072728 1.143009 1.093356 -0.394 -0.767 -0.404
N 1.542440 2.377001 0.951903 0.099 0.410 -0.277
C 1.438574 3.209054 2.002831 -0.097 0.108 0.307
C 1.952841 4.477087 1.951287 0.083 -0.019 -0.066
C 2.619441 4.883978 0.794504 0.025 -0.087 -0.084
C 2.714788 4.021860 -0.271900 -0.091 0.116 0.195
C 2.130224 2.750333 -0.211725 0.082 -0.096 -0.128
S 2.130334 1.644101 -1.509132 -0.657 -0.741 0.196
H 0.923987 2.795340 2.857396 -0.025 -0.100 -0.043
H 1.843608 5.137248 2.797562 -0.019 -0.053 0.057
H 3.054463 5.871526 0.731273 -0.005 0.029 0.004
H 3.212336 4.306383 -1.186617 -0.023 -0.016 -0.030
N 2.124064 -2.195319 -3.478928 0.093 -0.203 0.310
C 1.484982 -1.389194 -4.403416 -0.295 0.377 0.021
C 1.527165 -1.329146 -5.789961 0.108 -0.038 -0.042
C 0.743633 -0.365362 -6.394324 0.059 -0.100 -0.084
C -0.053851 0.514995 -5.653297 -0.021 0.051 0.144
C -0.091825 0.464327 -4.274693 0.037 0.031 -0.112
C 0.686913 -0.509457 -3.660328 0.093 -0.097 -0.213
N 0.849931 -0.805149 -2.315700 0.499 -0.751 -0.526
C 1.713773 -1.809825 -2.245546 -0.488 0.609 -0.334
C 2.037422 -2.236827 -0.922703 0.337 -0.288 0.559
C 2.894376 -3.169083 -0.414710 -0.046 0.073 -0.136
S 2.863997 -3.119557 1.285723 -0.112 0.075 -0.160
C 1.712773 -1.866985 1.243190 0.098 -0.105 0.175
N 1.356689 -1.498077 0.039069 0.479 -0.426 0.197
H 2.737104 -2.965180 -3.678230 0.020 0.008 0.002
H 2.158537 -1.990051 -6.368043 -0.031 -0.026 -0.029
H 0.749735 -0.282587 -7.472491 0.012 -0.022 -0.019
H -0.646313 1.254004 -6.174149 -0.003 0.017 -0.004
H -0.677053 1.158408 -3.686746 -0.050 -0.052 0.011
H 3.536024 -3.850672 -0.945715 -0.006 -0.014 -0.048
H 1.301341 -1.439300 2.143000 -0.086 0.156 0.023
S 0.554424 -0.372507 4.729748 -0.273 -0.006 0.015
As -1.364850 -0.320920 5.411212 0.273 0.290 -0.277
S -1.564943 1.330426 2.272649 0.086 0.416 0.406
S -1.258599 -0.525578 1.420473 0.145 -0.428 -0.238
S -2.571116 0.964443 4.027412 -0.036 -0.409 -0.112